#P
This record from the OMol25 dataset describes an isolated molecule of C15H17N3O3S2. The level of theory is ωB97M-V/def2-TZVPD.

Each atom is followed by the atoms it is bonded to, with distances in Å.
CARTESIAN COORDINATES (ANGSTROEM)
1 C -1.330 4.448 -2.599  H6 1.093, C28 1.522, O29 1.417, H32 1.100
2 C 0.029 -1.791 2.516  H14 1.078, C23 1.391, C24 1.375
3 S -1.595 -0.551 -2.169  C13 1.732, C34 1.825
4 O 5.012 -3.439 1.669  C5 1.208
5 C 4.633 -3.468 2.815  O4 1.208, N17 1.368, C22 1.515
6 H -1.024 5.471 -2.366  C1 1.093
7 C 1.279 -1.930 0.451  C23 1.413, C26 1.382, S39 1.742
8 H 3.199 -3.161 4.222  N17 1.011
9 C -2.719 2.242 -3.236  C10 1.528, H11 1.097, H36 1.092, N40 1.450
10 C -3.029 3.544 -3.974  C9 1.528, H15 1.101, O29 1.410, H35 1.093
11 H -1.794 1.809 -3.635  C9 1.097
12 N -0.922 -1.145 0.349  C13 1.278, C23 1.363
13 C -0.570 -1.081 -0.877  S3 1.732, N12 1.278, S39 1.772
14 H -0.876 -1.543 3.046  C2 1.078
15 H -3.979 3.955 -3.600  C10 1.101
16 H 1.101 -2.423 4.240  C24 1.081
17 N 3.387 -3.087 3.232  C5 1.368, H8 1.011, C37 1.397
18 H 5.039 -4.795 4.456  C22 1.088
19 O -2.523 1.936 0.347  C21 1.214
20 H 3.295 -2.662 0.568  C26 1.076
21 C -2.667 1.621 -0.816  O19 1.214, C34 1.520, N40 1.351
22 C 5.498 -3.939 3.967  C5 1.515, H18 1.088, H30 1.086, H33 1.088
23 C 0.087 -1.611 1.138  C2 1.391, C7 1.413, N12 1.363
24 C 1.137 -2.279 3.169  C2 1.375, H16 1.081, C37 1.403
25 H -3.109 4.508 -1.372  C28 1.096
26 C 2.393 -2.422 1.103  C7 1.382, H20 1.076, C37 1.390
27 H -3.857 0.092 -1.817  C34 1.089
28 C -2.212 3.889 -1.491  C1 1.522, H25 1.096, H31 1.092, N40 1.454
29 O -2.003 4.502 -3.845  C1 1.417, C10 1.410
30 H 6.472 -4.226 3.585  C22 1.086
31 H -1.679 3.873 -0.538  C28 1.092
32 H -0.427 3.827 -2.695  C1 1.100
33 H 5.621 -3.140 4.696  C22 1.088
34 C -2.961 0.181 -1.205  S3 1.825, C21 1.520, H27 1.089, H38 1.089
35 H -3.134 3.351 -5.044  C10 1.093
36 H -3.532 1.535 -3.411  C9 1.092
37 C 2.316 -2.597 2.480  N17 1.397, C24 1.403, C26 1.390
38 H -3.054 -0.410 -0.294  C34 1.089
39 S 1.082 -1.603 -1.249  C7 1.742, C13 1.772
40 N -2.583 2.522 -1.820  C9 1.450, C21 1.351, C28 1.454

LUMO level   0.52 eV
Orbital gap   8.46 eV
Structure (SMILES)   CC(=O)Nc1ccc2nc(SCC(=O)N3CCOCC3)sc2c1
Charge   0

#Q
This record from the OMol25 dataset describes an isolated molecule of C15H17N3O3S2. The level of theory is ωB97M-V/def2-TZVPD.

Each atom is followed by the atoms it is bonded to, with distances in Å.
CARTESIAN COORDINATES (ANGSTROEM)
1 C -0.788 -2.225 -4.123  C16 1.521, O17 1.432, H24 1.095, H35 1.092
2 H -1.560 0.077 -1.561  C23 1.079
3 C -0.122 3.166 2.581  C4 1.545, H27 1.091, H30 1.092, C34 1.502
4 C 0.795 2.338 3.509  C3 1.545, H12 1.091, H26 1.088, C29 1.501
5 H 0.954 -3.934 -0.353  C7 1.089
6 N 2.442 -0.240 0.644  C19 1.286, N21 1.321
7 C 1.222 -3.517 -1.322  H5 1.089, H11 1.088, S31 1.831, C33 1.514
8 H -0.188 -0.235 -3.556  C16 1.087
9 H 0.516 1.438 -1.683  C18 1.081
10 C 0.239 2.292 0.253  C18 1.384, H32 1.080, C34 1.389
11 H 1.681 -4.263 -1.966  C7 1.088
12 H 1.066 2.947 4.372  C4 1.091
13 H -1.037 -0.333 -5.103  C16 1.086
14 H 0.647 -0.867 -4.979  C16 1.087
15 S 0.476 -1.781 1.229  C19 1.765, C22 1.770
16 C -0.309 -0.822 -4.463  C1 1.521, H8 1.087, H13 1.086, H14 1.087
17 O 0.183 -2.906 -3.321  C1 1.432, C33 1.327
18 C -0.121 1.482 -0.810  H9 1.081, C10 1.384, C23 1.385
19 C 1.865 -1.317 0.242  N6 1.286, S15 1.765, S31 1.734
20 H -2.345 1.648 2.322  C38 1.082
21 N 1.898 0.298 1.721  N6 1.321, C22 1.288
22 C 0.877 -0.342 2.177  S15 1.770, N21 1.288, N28 1.360
23 C -1.279 0.727 -0.747  H2 1.079, C18 1.385, C37 1.384
24 H -1.737 -2.193 -3.578  C1 1.095
25 O -0.694 1.147 4.968  C29 1.207
26 H 1.687 2.027 2.969  C4 1.088
27 H 0.431 4.048 2.256  C3 1.091
28 N 0.127 -0.030 3.267  C22 1.360, C29 1.390, H39 1.014
29 C 0.033 1.144 4.005  C4 1.501, O25 1.207, N28 1.390
30 H -0.996 3.490 3.150  C3 1.092
31 S 2.499 -2.226 -1.091  C7 1.831, C19 1.734
32 H 1.153 2.866 0.205  C10 1.080
33 C 0.030 -2.878 -2.003  C7 1.514, O17 1.327, O36 1.202
34 C -0.553 2.356 1.392  C3 1.502, C10 1.389, C38 1.390
35 H -0.897 -2.832 -5.024  C1 1.092
36 O -0.903 -2.396 -1.418  C33 1.202
37 C -2.080 0.792 0.380  C23 1.384, C38 1.383, H40 1.080
38 C -1.720 1.603 1.441  H20 1.082, C34 1.390, C37 1.383
39 H -0.513 -0.751 3.583  N28 1.014
40 H -2.982 0.200 0.433  C37 1.080

LUMO level   0.33 eV
Orbital gap   8.81 eV
Structure (SMILES)   CCOC(=O)CSc1nnc(NC(=O)CCc2ccccc2)s1
Charge   0

The structure shown above that is most stable: #P.